[1]
{
  "formula": "C4H8N2O",
  "method": "ωB97M-V/def2-TZVPD",
  "smiles": "C[C@@]1(C(N)=O)CN1",
  "energy_ha": -341.961067,
  "homo_ev": -9.5423,
  "spin_multiplicity": 1,
  "max_force_ev_per_a": 0.411,
  "gap_ev": 10.547,
  "species": ["C", "C", "C", "N", "C", "O", "N", "H", "H", "H", "H", "H", "H", "H", "H"],
  "coordinates": [[1.180093, -1.146025, 0.177872], [0.069639, -0.193389, -0.195430], [-0.794632, -0.459477, -1.369847], [-1.325442, -0.593154, -0.011527], [0.374353, 1.255482, 0.139543], [1.450564, 1.757627, -0.143593], [-0.634079, 1.905715, 0.764433], [1.006440, -2.144355, -0.239189], [2.136913, -0.768871, -0.190772], [1.249534, -1.232570, 1.268553], [-1.198503, 0.370065, -1.946134], [-0.601227, -1.363486, -1.944919], [-1.375019, -1.572182, 0.259809], [-1.484912, 1.404527, 0.971615], [-0.510398, 2.873882, 1.015547]],
  "forces_ev_per_angstrom": [[0.0, 0.0, 0.0], [0.2, 0.0, 0.0], [0.0, 0.0, -0.3], [-0.1, -0.2, 0.2], [0.1, 0.1, 0.0], [-0.4, -0.2, 0.1], [0.1, 0.1, 0.0], [0.0, 0.2, 0.0], [-0.1, 0.0, 0.0], [0.0, 0.0, -0.1], [0.0, -0.1, 0.1], [0.0, 0.1, 0.1], [0.0, 0.1, 0.0], [0.1, 0.1, -0.1], [0.0, -0.2, -0.1]]
}

=====

[2]
{
  "formula": "C4H8N2O",
  "method": "ωB97M-V/def2-TZVPD",
  "smiles": "NC(=O)CN1CC1",
  "energy_ha": -341.931356,
  "homo_ev": -9.3185,
  "spin_multiplicity": 1,
  "max_force_ev_per_a": 0.311,
  "gap_ev": 10.282,
  "species": ["N", "C", "O", "C", "N", "C", "C", "H", "H", "H", "H", "H", "H", "H", "H"],
  "coordinates": [[1.424952, -0.527764, -1.327873], [1.593163, -0.677019, 0.015550], [2.449799, -1.397299, 0.492860], [0.646746, 0.075205, 0.953482], [-0.452132, 0.885849, 0.427105], [-1.803580, 0.450245, 0.726253], [-1.310373, 0.441488, -0.665994], [2.125178, -0.941660, -1.924418], [0.877672, 0.227904, -1.695438], [0.294847, -0.686299, 1.665468], [1.297676, 0.759306, 1.510869], [-1.912142, -0.530351, 1.190860], [-2.496829, 1.198889, 1.102287], [-1.146023, -0.526520, -1.128911], [-1.588950, 1.248020, -1.342107]],
  "forces_ev_per_angstrom": [[0.2, 0.0, 0.0], [0.0, 0.0, 0.0], [-0.2, 0.2, -0.1], [0.1, -0.1, 0.1], [0.2, 0.0, 0.0], [-0.2, 0.0, 0.3], [-0.1, 0.1, -0.2], [0.0, 0.1, 0.1], [0.0, 0.0, 0.0], [0.1, 0.2, -0.2], [-0.1, -0.2, 0.0], [0.0, 0.1, 0.0], [0.1, 0.0, -0.2], [0.0, 0.0, 0.1], [0.0, -0.2, 0.0]]
}

=====

[3]
{
  "formula": "C4H8N2O",
  "method": "ωB97M-V/def2-TZVPD",
  "energy_ha": -341.814435,
  "homo_ev": -9.0878,
  "spin_multiplicity": 1,
  "max_force_ev_per_a": 5.797,
  "gap_ev": 8.680,
  "species": ["C", "C", "C", "C", "O", "N", "N", "H", "H", "H", "H", "H", "H", "H", "H"],
  "coordinates": [[-1.869494, 0.681656, -0.231711], [2.011020, 0.750233, -0.294086], [-0.777698, -0.278491, 0.129522], [1.028134, -0.232212, 0.265430], [0.054375, 0.287220, 1.119500], [-0.921857, -1.605840, -0.090870], [1.284546, -1.538854, 0.297351], [-1.908712, -1.885749, 0.032472], [0.756079, -1.996099, 1.047992], [-1.492986, 1.411986, -0.952243], [-2.734023, 0.177880, -0.666008], [2.919081, 0.766961, 0.314056], [2.274848, 0.466114, -1.313343], [-2.218781, 1.236356, 0.643300], [1.595468, 1.758840, -0.301360]],
  "forces_ev_per_angstrom": [[-0.3, 0.3, 0.1], [-0.4, 0.2, -0.7], [-4.9, -2.7, 1.1], [4.4, -3.4, 1.6], [0.1, -0.7, -1.8], [-0.6, 2.2, 0.9], [0.9, 3.3, 0.6], [0.0, 0.7, -1.1], [0.3, 0.2, -0.5], [0.0, 0.0, 0.0], [0.3, -0.1, -0.2], [-0.2, -0.1, 0.0], [0.1, 0.0, 0.1], [0.2, 0.0, 0.0], [0.0, -0.1, -0.1]]
}